# C33H24N2OPS7SbSeV

A structure of composition C33H24N2OPS7SbSeV (ωB97M-V/def2-TZVPD, the Open Molecules 2025 dataset).

```
! wB97M-V def2-TZVPD RIJCOSX def2/J DEFGRID3
* xyz -2 2
V 0.56 1.43 -0.33
O -1.00 7.38 2.84
C -0.71 6.34 2.28
S -1.02 6.01 0.59
C -0.38 4.36 0.57
C 0.16 3.87 1.71
S 0.93 2.36 1.92
S 0.05 4.97 3.10
S -0.22 3.52 -0.95
S -2.95 1.25 -4.68
Sb -1.13 2.31 -3.79
S -2.16 3.44 -1.71
S -0.01 0.60 -2.41
C 1.57 -4.66 -1.94
C 1.28 -4.70 -0.58
C 1.19 -3.52 0.15
C 1.37 -2.28 -0.48
C 1.67 -2.26 -1.84
C 1.77 -3.44 -2.56
P 1.38 -0.64 0.37
C 1.05 -1.13 2.11
C 1.91 -0.77 3.15
C 1.59 -1.07 4.46
C 0.40 -1.72 4.76
C -0.48 -2.04 3.74
C -0.16 -1.74 2.43
C 3.17 -0.34 0.32
C 4.11 -1.26 0.72
C 5.48 -0.92 0.69
C 5.87 0.32 0.26
C 4.93 1.27 -0.19
C 5.31 2.55 -0.63
C 4.35 3.42 -1.08
C 2.99 3.06 -1.09
C 2.52 1.84 -0.63
C 3.54 0.94 -0.17
H 1.65 -5.58 -2.50
H 1.14 -5.65 -0.09
H 0.97 -3.56 1.20
H 1.81 -1.30 -2.33
H 1.99 -3.40 -3.62
H 2.82 -0.24 2.91
H 2.27 -0.79 5.26
H 0.15 -1.95 5.79
H -1.43 -2.52 3.97
H -0.87 -1.97 1.64
H 3.80 -2.23 1.07
H 6.22 -1.64 1.03
H 6.92 0.58 0.24
H 6.36 2.84 -0.61
H 4.65 4.41 -1.43
H 2.29 3.80 -1.48
C -5.13 1.37 0.60
N -4.40 0.36 -0.14
C -3.05 0.25 -0.17
Se -1.88 0.99 1.02
N -2.74 -0.66 -1.12
C -3.90 -1.12 -1.72
C -4.12 -2.05 -2.72
C -5.44 -2.32 -3.06
C -6.50 -1.68 -2.42
C -6.28 -0.75 -1.42
C -4.96 -0.48 -1.09
H -4.48 1.75 1.38
H -6.02 0.93 1.05
H -5.41 2.19 -0.06
H -1.81 -0.63 -1.57
H -3.29 -2.51 -3.24
H -5.64 -3.02 -3.86
H -7.51 -1.93 -2.71
H -7.10 -0.24 -0.93
*
```

The value obtained for the molar mass is 971.7 g/mol. As for the expectation value of S²: 0.7642. The LUMO energy (spin up / spin down) is 4.15 / 4.15 eV. As for the total energy: -8171.2574 Ha. For the frontier orbital gap (spin up / spin down), the calculation gives 5.30 / 4.72 eV. As for the HOMO energy (spin up / spin down): -1.16 / -0.58 eV.


# C33H25AsGeN3O2ReS4

A structure of composition C33H25AsGeN3O2ReS4 (ωB97M-V/def2-TZVPD, the Open Molecules 2025 dataset).

```
! wB97M-V def2-TZVPD RIJCOSX def2/J DEFGRID3
* xyz 3 2
Re -1.79 -1.44 -1.64
O -3.70 4.82 3.12
C -3.54 3.71 2.95
O -3.37 2.51 2.85
C -3.01 1.62 1.75
C -2.82 0.33 2.12
C -2.41 -0.52 1.12
N -2.21 -0.07 -0.14
C -2.48 1.20 -0.47
C -2.87 2.11 0.48
C -2.34 1.48 -1.92
C -2.54 2.70 -2.51
C -2.37 2.83 -3.88
C -2.00 1.73 -4.63
C -1.82 0.52 -3.99
N -2.01 0.38 -2.66
C -2.16 -1.96 1.27
C -2.33 -2.66 2.44
C -2.09 -4.03 2.46
C -1.66 -4.66 1.30
C -1.51 -3.91 0.15
N -1.77 -2.58 0.12
H -2.97 -0.01 3.14
H -3.06 3.15 0.23
H -2.83 3.55 -1.91
H -2.52 3.79 -4.36
H -1.84 1.79 -5.70
H -1.53 -0.37 -4.55
H -2.65 -2.15 3.34
H -2.22 -4.59 3.38
H -1.44 -5.72 1.28
H -1.16 -4.38 -0.76
S 1.17 -4.91 -2.46
As 0.52 -3.25 -3.44
S 0.55 -1.22 -2.02
S -1.78 -3.03 -3.19
S 1.10 -2.71 -5.31
C 2.13 -3.14 0.45
Ge 1.87 -1.30 -0.05
C 3.46 -0.43 -0.68
C 3.57 0.18 -1.93
C 4.79 0.73 -2.32
C 5.88 0.68 -1.47
C 5.78 0.05 -0.23
C 4.57 -0.50 0.17
C 0.94 -0.25 1.32
C 0.76 -0.89 2.52
C 0.37 -0.17 3.68
C 0.19 1.18 3.62
C 0.36 1.88 2.40
C 0.22 3.30 2.34
C 0.40 3.98 1.16
C 0.74 3.27 -0.02
C 0.89 1.91 0.01
C 0.72 1.16 1.22
H 2.61 -3.17 1.43
H 2.80 -3.59 -0.28
H 1.20 -3.70 0.48
H 2.73 0.23 -2.61
H 4.88 1.19 -3.30
H 6.82 1.14 -1.76
H 6.64 -0.01 0.42
H 4.50 -0.99 1.13
H 0.95 -1.95 2.61
H 0.27 -0.69 4.63
H -0.03 1.74 4.53
H 0.03 3.84 3.26
H 0.34 5.06 1.14
H 0.91 3.81 -0.94
H 1.19 1.39 -0.89
*
```

The value obtained for the molar mass is 957.6 g/mol. As for the expectation value of S²: 0.8409. The LUMO energy (spin up / spin down) is -10.45 / -10.48 eV. As for the total energy: -7570.0599 Ha. For the frontier orbital gap (spin up / spin down), the calculation gives 5.13 / 5.11 eV. As for the HOMO energy (spin up / spin down): -15.58 / -15.60 eV.


# C33H25CaF5N13O3S4

A structure of composition C33H25CaF5N13O3S4 (ωB97M-V/def2-TZVPD, the Open Molecules 2025 dataset).

```
! wB97M-V def2-TZVPD RIJCOSX def2/J DEFGRID3
* xyz -1 1
Ca 0.19 0.54 0.57
N -3.49 4.40 6.40
C -3.20 3.78 5.18
C -1.88 3.64 4.75
C -1.61 3.06 3.53
C -2.64 2.62 2.71
C -3.96 2.78 3.12
C -4.24 3.36 4.34
S -2.31 1.93 1.13
O -0.97 2.45 0.76
O -3.40 2.31 0.28
N -2.03 0.37 1.14
C -2.66 -0.53 1.95
N -3.77 -0.19 2.62
C -4.25 -1.11 3.46
C -3.69 -2.35 3.62
C -2.59 -2.63 2.81
N -2.08 -1.75 1.97
H -2.74 4.34 7.08
H -4.37 4.14 6.80
H -1.07 3.97 5.38
H -0.58 2.93 3.21
H -4.76 2.45 2.48
H -5.27 3.48 4.66
H -5.13 -0.82 4.02
H -4.07 -3.08 4.32
H -2.11 -3.61 2.84
F 6.47 2.87 2.89
C 5.62 2.37 1.99
C 4.26 2.54 2.13
F 3.77 3.21 3.18
C 3.40 2.02 1.18
F 2.08 2.24 1.39
C 3.82 1.28 0.07
S 2.72 0.59 -1.09
C 5.21 1.14 -0.03
F 5.74 0.46 -1.06
C 6.09 1.66 0.90
F 7.41 1.48 0.75
C -3.03 -2.12 -1.46
C -3.25 -0.76 -2.04
N -2.31 0.13 -2.15
C -2.80 1.30 -2.68
C -4.12 1.27 -3.01
S -4.78 -0.24 -2.60
C -1.91 2.47 -2.77
C -2.29 3.70 -3.21
S -0.99 4.79 -3.04
C -0.01 3.52 -2.40
N -0.61 2.37 -2.33
C 1.37 3.81 -1.93
H -2.54 -2.03 -0.49
H -2.38 -2.71 -2.11
H -3.97 -2.66 -1.34
H -4.72 2.07 -3.41
H -3.25 4.01 -3.58
H 1.77 4.70 -2.41
H 2.02 2.96 -2.11
H 1.36 3.98 -0.85
N 2.72 -0.15 3.66
C 2.37 -1.03 2.69
N 2.85 -2.29 2.80
O 1.68 -0.68 1.72
H 3.04 -0.53 4.54
H 2.10 0.64 3.74
H 3.01 -2.65 3.74
H 2.50 -2.93 2.12
N -0.32 0.29 3.77
C -0.20 -0.52 4.59
N -0.07 -1.44 5.52
C 1.08 -2.06 5.57
N 2.09 -2.64 5.64
N 0.46 -5.79 -4.09
C 0.42 -4.87 -3.41
C 0.37 -3.70 -2.56
C 0.38 -2.43 -3.11
C 0.31 -1.35 -2.25
N 0.24 -1.49 -0.93
C 0.23 -2.71 -0.41
C 0.29 -3.86 -1.18
H 0.44 -2.28 -4.18
H 0.31 -0.33 -2.63
H 0.14 -2.76 0.67
H 0.27 -4.83 -0.73
*
```

The value obtained for the molar mass is 915.0 g/mol. The LUMO energy is 1.69 eV. As for the total energy: -4980.0907 Ha. For the frontier orbital gap, the calculation gives 6.53 eV. As for the HOMO energy: -4.85 eV.


# C33H25Cl2CuN5O

A structure of composition C33H25Cl2CuN5O (ωB97M-V/def2-TZVPD, the Open Molecules 2025 dataset).

```
! wB97M-V def2-TZVPD RIJCOSX def2/J DEFGRID3
* xyz 0 2
Cu 0.69 -0.53 -0.21
Cl 4.92 -2.33 0.04
C 3.60 -3.10 0.89
C 3.89 -4.03 1.87
C 2.84 -4.57 2.59
Cl 3.23 -5.70 3.87
C 1.52 -4.22 2.34
C 0.40 -4.57 3.23
C -0.82 -4.06 3.07
C -1.17 -3.25 1.87
N -0.05 -3.01 0.92
C 1.26 -3.36 1.27
C 2.30 -2.74 0.54
O 2.06 -1.84 -0.40
H 4.91 -4.31 2.09
H 0.62 -5.22 4.07
H -1.60 -4.29 3.78
H -1.98 -3.76 1.32
C 1.22 5.10 -0.95
C 1.32 3.83 -0.37
N 0.48 2.85 -0.60
C -0.54 3.08 -1.46
C -0.76 4.33 -2.06
C 0.17 5.35 -1.79
C -1.92 4.55 -2.87
C -2.84 3.57 -3.04
C -2.64 2.27 -2.47
C -3.58 1.24 -2.62
C -3.32 0.01 -2.08
C -2.10 -0.19 -1.43
N -1.20 0.76 -1.26
C -1.47 1.99 -1.73
H 1.95 5.86 -0.72
H 2.12 3.61 0.33
H 0.04 6.32 -2.25
H -2.06 5.52 -3.32
H -3.73 3.74 -3.62
H -4.50 1.44 -3.16
H -4.02 -0.81 -2.17
H -1.85 -1.17 -1.03
C -3.79 -1.28 2.24
C -2.36 -0.84 2.55
C -2.12 -0.95 4.06
C -2.15 0.61 2.11
C -1.38 -1.73 1.85
C -0.37 -1.59 0.97
H -4.51 -0.63 2.75
H -3.97 -2.30 2.57
H -3.99 -1.23 1.17
H -2.78 -0.26 4.60
H -1.09 -0.70 4.31
H -2.32 -1.96 4.42
H -2.77 1.28 2.72
H -2.43 0.76 1.07
H -1.11 0.91 2.23
N 5.81 1.70 -4.90
C 4.97 1.45 -4.15
C 3.92 1.14 -3.21
C 2.63 0.92 -3.66
C 1.65 0.64 -2.73
N 1.91 0.56 -1.42
C 3.16 0.76 -1.00
C 4.20 1.07 -1.86
H 2.38 0.97 -4.71
H 0.63 0.48 -3.02
H 3.33 0.67 0.07
H 5.20 1.21 -1.47
*
```

The value obtained for the molar mass is 642.0 g/mol. As for the expectation value of S²: 0.7545. The LUMO energy (spin up / spin down) is -0.72 / -0.82 eV. As for the total energy: -4182.3532 Ha. For the frontier orbital gap (spin up / spin down), the calculation gives 6.07 / 5.97 eV. As for the HOMO energy (spin up / spin down): -6.79 / -6.79 eV.


# C33H25N5O3S5SbW

A structure of composition C33H25N5O3S5SbW (ωB97M-V/def2-TZVPD, the Open Molecules 2025 dataset).

```
! wB97M-V def2-TZVPD RIJCOSX def2/J DEFGRID3
* xyz -1 3
W -0.08 0.22 -2.04
N 3.56 -1.44 7.74
C 3.14 -1.28 6.68
C 2.61 -1.08 5.35
C 2.19 -2.18 4.60
C 1.69 -1.98 3.33
C 1.59 -0.70 2.79
C 2.01 0.39 3.55
C 2.52 0.20 4.83
C 1.03 -0.51 1.42
C -0.05 0.37 1.28
C -0.76 1.05 2.30
C -1.71 1.84 1.67
C -1.55 1.62 0.30
N -0.57 0.75 0.05
C 1.63 -1.18 0.39
C 2.78 -2.04 0.47
C 2.99 -2.56 -0.77
C 1.96 -2.03 -1.60
N 1.16 -1.21 -0.94
H 2.26 -3.17 5.01
H 1.35 -2.82 2.74
H 1.94 1.39 3.14
H 2.85 1.05 5.41
H -0.61 0.93 3.36
H -2.45 2.48 2.13
H -2.14 2.04 -0.51
H 3.37 -2.20 1.36
H 3.77 -3.23 -1.09
H 1.82 -2.26 -2.64
S 0.22 0.49 -6.70
Sb 1.13 -0.77 -5.05
S -0.53 -1.63 -3.56
S 2.01 0.65 -3.34
S 2.62 -2.41 -5.52
C 2.25 3.75 -0.41
C 1.93 4.79 -1.27
C 1.00 4.58 -2.27
C 0.42 3.32 -2.39
N 0.73 2.33 -1.54
C 1.63 2.53 -0.57
C -0.59 2.97 -3.43
C -1.08 3.89 -4.33
C -2.08 3.49 -5.21
C -2.55 2.20 -5.15
C -1.99 1.32 -4.24
N -1.03 1.70 -3.38
H 2.98 3.88 0.38
H 2.40 5.76 -1.17
H 0.74 5.37 -2.95
H 1.85 1.69 0.06
H -0.69 4.90 -4.36
H -2.47 4.19 -5.94
H -3.31 1.83 -5.82
H -2.29 0.28 -4.18
C -1.43 -4.03 3.55
C -1.85 -3.20 2.37
C -1.32 -3.42 1.10
C -1.75 -2.69 0.01
C -2.70 -1.69 0.19
C -3.21 -1.43 1.45
C -2.79 -2.19 2.53
S -3.32 -0.79 -1.21
O -3.84 -1.75 -2.14
O -4.22 0.22 -0.71
O -2.10 -0.11 -1.79
H -0.81 -4.87 3.24
H -2.30 -4.44 4.08
H -0.86 -3.44 4.27
H -0.59 -4.21 0.96
H -1.36 -2.89 -0.98
H -3.95 -0.64 1.57
H -3.21 -2.00 3.51
*
```

The value obtained for the molar mass is 1005.5 g/mol. As for the expectation value of S²: 2.0200. The LUMO energy (spin up / spin down) is 0.95 / 0.84 eV. As for the total energy: -4070.5636 Ha. For the frontier orbital gap (spin up / spin down), the calculation gives 5.64 / 5.60 eV. As for the HOMO energy (spin up / spin down): -4.69 / -4.77 eV.


# C33H25N5PS4SeV

A structure of composition C33H25N5PS4SeV (ωB97M-V/def2-TZVPD, the Open Molecules 2025 dataset).

```
! wB97M-V def2-TZVPD RIJCOSX def2/J DEFGRID3
* xyz -1 4
V -1.55 0.01 0.28
N 1.33 1.31 2.37
C 2.48 1.14 1.63
C 3.71 1.49 2.24
C 4.91 1.28 1.60
C 4.94 0.70 0.33
C 3.74 0.37 -0.27
C 2.50 0.58 0.34
P 0.99 0.13 -0.60
C 1.11 1.23 -2.07
C 0.24 2.32 -2.11
C 0.28 3.22 -3.17
C 1.19 3.03 -4.20
C 2.06 1.95 -4.17
C 2.02 1.06 -3.11
C 1.47 -1.51 -1.24
C 1.25 -1.88 -2.56
C 1.48 -3.19 -2.98
C 1.92 -4.14 -2.07
C 2.14 -3.77 -0.75
C 1.92 -2.47 -0.34
H 1.39 1.97 3.13
H 0.43 1.35 1.90
H 3.68 1.92 3.23
H 5.83 1.55 2.10
H 5.88 0.52 -0.17
H 3.77 -0.10 -1.24
H -0.46 2.48 -1.30
H -0.40 4.06 -3.19
H 1.21 3.73 -5.03
H 2.76 1.80 -4.98
H 2.69 0.21 -3.11
H 0.89 -1.15 -3.28
H 1.30 -3.46 -4.01
H 2.08 -5.16 -2.39
H 2.46 -4.51 -0.03
H 2.07 -2.20 0.70
S -3.98 3.05 2.71
C -3.22 2.03 1.65
S -3.82 0.49 1.15
S -1.62 2.39 0.98
N -1.08 -0.49 2.25
C -1.05 -0.89 3.32
C -1.01 -1.39 4.66
C -1.30 -0.53 5.72
C -1.27 -1.03 7.01
C -0.95 -2.36 7.24
C -0.68 -3.21 6.18
C -0.71 -2.73 4.88
H -1.56 0.50 5.51
H -1.50 -0.37 7.84
H -0.93 -2.74 8.25
H -0.44 -4.25 6.36
H -0.51 -3.38 4.03
S -0.87 -4.57 1.24
C -1.21 -3.15 0.51
N -1.45 -2.11 0.02
Se -2.30 -1.52 -2.61
N -2.31 0.05 -1.73
C -2.98 0.92 -2.48
C -3.29 2.26 -2.11
C -3.97 3.03 -2.99
C -4.38 2.54 -4.27
C -4.13 1.27 -4.66
C -3.42 0.41 -3.76
N -3.15 -0.86 -4.01
H -2.99 2.62 -1.13
H -4.22 4.05 -2.71
H -4.93 3.21 -4.93
H -4.45 0.88 -5.61
*
```

The value obtained for the molar mass is 780.7 g/mol. As for the expectation value of S²: 3.7742. The LUMO energy (spin up / spin down) is 1.50 / 1.45 eV. As for the total energy: -6826.0452 Ha. For the frontier orbital gap (spin up / spin down), the calculation gives 5.62 / 5.65 eV. As for the HOMO energy (spin up / spin down): -4.12 / -4.20 eV.